[1]
A structure of composition C31H28CaClF6IN2O9PS3, computed with wB97M-V/def2-TZVPD.

## Properties
Multiplicity: 1
Gap between HOMO and LUMO, Eh: 0.282
Net charge: -1
Energy, eV: -151176.3482

Structure (XYZ):
```
83
C31H28CaClF6IN2O9PS3 | OMol25 | wB97M-V/def2-TZVPD
Ca 1.488 0.113 -0.272
Cl 0.021 -2.167 3.144
C -1.270 -3.300 2.913
C -1.509 -4.210 3.938
C -2.539 -5.123 3.818
C -3.334 -5.128 2.678
C -3.082 -4.221 1.667
C -2.041 -3.290 1.752
P -1.713 -2.107 0.377
C -1.174 -3.226 -0.966
C -0.956 -4.591 -0.824
C -0.457 -5.336 -1.884
C -0.177 -4.729 -3.098
C -0.389 -3.365 -3.249
C -0.874 -2.619 -2.187
C -3.465 -1.771 -0.086
C -4.269 -1.155 0.875
C -5.583 -0.818 0.600
C -6.120 -1.080 -0.655
C -5.331 -1.686 -1.620
C -4.015 -2.033 -1.338
H -0.880 -4.186 4.817
H -2.722 -5.830 4.618
H -4.145 -5.838 2.578
H -3.700 -4.226 0.777
H -1.136 -5.078 0.125
H -0.269 -6.394 -1.752
H 0.225 -5.310 -3.918
H -0.150 -2.874 -4.183
H -1.004 -1.549 -2.304
H -3.860 -0.946 1.858
H -6.188 -0.344 1.362
H -7.145 -0.810 -0.876
H -5.739 -1.896 -2.601
H -3.418 -2.515 -2.101
C -1.756 1.336 1.359
O -0.453 0.874 1.667
C 0.051 1.457 2.862
C 0.641 2.829 2.631
O 1.909 2.649 2.059
C 2.472 3.858 1.602
H -2.450 1.057 2.160
H -2.068 0.856 0.435
H -1.786 2.420 1.225
H 0.835 0.792 3.230
H -0.745 1.501 3.615
H 0.715 3.377 3.583
H -0.001 3.415 1.959
H 2.639 4.549 2.438
H 1.826 4.338 0.861
H 3.423 3.617 1.134
O 4.606 0.872 2.317
C 4.666 1.076 1.120
N 3.626 1.140 0.251
S 4.076 1.417 -1.267
O 3.716 2.715 -1.780
O 3.549 0.294 -2.030
C 5.821 1.427 -0.963
C 6.877 1.663 -1.820
C 8.147 1.708 -1.260
C 8.329 1.536 0.111
C 7.249 1.318 0.955
C 5.984 1.266 0.398
H 6.719 1.806 -2.881
H 9.008 1.884 -1.893
H 9.331 1.580 0.520
H 7.369 1.191 2.023
I 2.435 -2.700 0.010
F -0.555 2.378 -4.162
C 0.422 2.430 -3.252
F 1.313 1.483 -3.528
F 1.008 3.614 -3.313
S -0.292 2.123 -1.576
O 0.707 2.502 -0.608
O -0.452 0.674 -1.575
N -1.637 2.851 -1.534
S -1.815 4.413 -1.280
O -1.091 5.240 -2.193
O -1.826 4.735 0.114
C -3.575 4.492 -1.828
F -3.700 4.117 -3.099
F -3.999 5.755 -1.714
F -4.350 3.717 -1.070
```

[2]
A cluster of 2 separate species, C3H3NO2 in total, computed with wB97M-V/def2-TZVPD.

## Properties
Multiplicity: 1
Gap between HOMO and LUMO, Eh: 0.405
Relative energy (zero: lowest compared OMol25 entry of this formula, charge and spin), kJ/mol: 183.64
Energy, eV: -8743.2279

Structure (XYZ):
```
9
C3H3NO2 | OMol25 | wB97M-V/def2-TZVPD
C -0.426 -0.729 -1.938
C 0.786 -1.119 -0.003
C -0.070 1.132 0.750
N 0.611 -0.153 0.637
O -1.415 -1.201 -1.607
O 1.150 -2.169 -0.368
H -0.749 1.116 1.686
H 0.750 1.922 1.071
H -0.636 1.201 -0.229
```

[3]
A structure of composition C26H50IrP2Si, computed with wB97M-V/def2-TZVPD.

## Properties
Multiplicity: 5
Gap between HOMO and LUMO (spin up / spin down), Eh: 0.196 / 0.160
Relative energy (zero: lowest compared OMol25 entry of this formula, charge and spin), kJ/mol: 101.62
Net charge: +1
Energy, eV: -57054.6367

Structure (XYZ):
```
80
C26H50IrP2Si | OMol25 | wB97M-V/def2-TZVPD
Ir -0.267 0.748 -1.480
C -0.756 -2.251 2.714
C 0.499 -2.462 2.075
C 0.852 -1.103 3.896
C -0.538 -1.397 3.831
C 1.490 -1.748 2.806
C -2.053 -2.834 2.308
H -1.904 -3.842 1.895
H -2.583 -2.242 1.537
H -2.722 -2.930 3.175
C -1.598 -0.900 4.731
H -2.363 -0.335 4.172
H -1.176 -0.237 5.496
H -2.110 -1.733 5.240
C 1.538 -0.257 4.900
H 2.295 -0.831 5.453
H 0.822 0.140 5.622
H 2.054 0.588 4.426
C 2.931 -1.665 2.485
H 3.550 -1.890 3.367
H 3.218 -0.659 2.134
H 3.196 -2.382 1.696
C 0.745 -3.282 0.874
H 1.333 -4.184 1.109
H 1.302 -2.715 0.116
H -0.202 -3.608 0.428
C -1.222 1.918 -2.747
C -1.688 0.540 -2.798
C -1.159 -0.531 -3.743
C 0.034 -1.382 -3.162
C 0.298 -1.094 -1.688
C 1.492 1.330 -2.153
C 1.197 1.997 -3.524
C -0.239 2.509 -3.737
H -0.881 -0.084 -4.707
H 0.951 -1.225 -3.753
H -2.006 -1.221 -3.886
H -0.586 2.332 -4.776
H -1.888 2.638 -2.256
H -2.707 0.377 -2.426
H -0.266 3.603 -3.610
H 1.883 2.844 -3.658
H 2.090 0.437 -2.414
H 1.430 1.282 -4.331
H -0.229 -2.447 -3.273
H 1.345 -1.283 -1.409
P -4.328 -1.890 -0.227
C -5.302 -0.584 -1.108
C -3.460 -2.561 -1.700
P 3.842 1.716 -0.255
C 2.323 2.129 -1.188
C 4.429 0.187 -1.136
C 4.978 3.080 -0.734
H -5.048 0.391 -0.669
H -6.367 -0.778 -0.884
H -5.144 -0.554 -2.198
H -2.371 -2.384 -1.636
H -3.865 -2.187 -2.660
H -3.605 -3.657 -1.622
H 5.234 3.007 -1.798
H 5.877 2.991 -0.106
H 4.476 4.035 -0.520
H 1.994 3.174 -1.129
H -0.303 -1.753 -1.047
H 5.246 -0.229 -0.529
H 4.795 0.411 -2.148
H 3.628 -0.562 -1.196
C -2.312 0.962 1.254
Si -0.812 1.817 0.461
C -1.189 3.652 0.094
C 0.667 1.672 1.649
H -2.415 1.319 2.294
H -3.246 1.198 0.725
H -2.200 -0.133 1.257
H -1.333 4.191 1.041
H -0.374 4.148 -0.453
H -2.111 3.761 -0.493
H 1.396 2.482 1.514
H 1.196 0.718 1.504
H 0.296 1.702 2.686
```